# 1
Density functional theory data (ωB97M-V with the def2-TZVPD basis set) for C30H36N6O3PdS as an isolated structure.

Calculated values
orbital gap = 6.42 eV
2S+1 = 1
charge = +2
HOMO level = -14.16 eV
energy above the lowest of the compared OMol25 structures with the same formula, charge and spin = 0.080 eV

Each line ends with the Mulliken charge.
Geometry (Å):
Pd  -0.28642  -0.05846  -0.06479  0.911
C  -1.98548  -4.34888  1.30412  -0.569
O  -3.06207  -3.42796  1.51664  -0.459
C  -2.85629  -2.45355  2.42970  -0.045
C  -3.56009  -2.39995  3.57952  -0.096
C  -3.43870  -1.29282  4.49539  -0.691
C  -2.57519  -0.29814  4.26032  -1.394
C  -1.69868  -0.31830  3.09783  1.058
C  -0.65556  0.54058  3.12653  -0.664
N  0.35870  0.58030  2.15862  0.498
N  0.86964  1.70991  2.01697  -0.493
C  1.76815  1.74511  0.88721  0.713
O  1.39830  1.24050  -0.18430  -0.689
C  3.01263  2.45146  1.06621  0.418
C  3.28383  3.12729  2.26292  -0.234
C  4.49665  3.77053  2.42105  -0.785
C  5.43240  3.74147  1.39429  -0.374
C  5.16573  3.07370  0.20065  -0.774
C  3.95917  2.42950  0.03205  -0.362
C  -1.99707  -1.33814  2.03852  1.064
O  -1.64537  -1.29808  0.84064  -0.763
H  -2.39677  -5.16350  0.71661  0.288
H  -1.61218  -4.73546  2.25239  0.317
H  -1.17922  -3.86699  0.74362  0.107
H  -4.25872  -3.19905  3.79313  0.518
H  -4.03907  -1.29490  5.39420  0.440
H  -2.45104  0.50833  4.97096  0.442
H  -0.56183  1.24925  3.94364  0.372
H  2.54052  3.16733  3.04711  0.483
H  4.71245  4.30080  3.33785  0.438
H  6.38013  4.24787  1.52147  0.427
H  5.90389  3.06153  -0.58902  0.442
H  3.73595  1.90224  -0.88568  0.441
N  4.02317  -6.06664  -0.75169  -0.353
C  3.36354  -5.13366  -0.64642  -0.339
C  2.53661  -3.96784  -0.51062  0.730
C  1.64912  -3.60934  -1.51951  -0.663
C  0.87374  -2.48123  -1.34320  -0.525
N  0.94826  -1.72433  -0.24246  0.254
C  1.80064  -2.07116  0.73013  -0.540
C  2.61141  -3.18227  0.63648  -0.730
H  1.56115  -4.19562  -2.42259  0.539
H  0.16278  -2.17358  -2.09865  0.497
H  1.82265  -1.43309  1.60255  0.649
H  3.28915  -3.43418  1.43930  0.536
C  -3.73192  5.42120  -1.71198  -0.825
C  -4.74850  5.10741  -0.61532  -0.725
C  -4.42624  3.89362  0.25734  -0.124
C  -4.63151  2.52753  -0.38871  -1.018
N  -3.75021  2.25484  -1.53347  -0.207
C  -2.48576  1.86258  -1.48688  0.529
S  -1.73906  1.72553  0.07793  0.028
N  -1.85097  1.62329  -2.63104  -0.008
C  -0.40458  1.62212  -2.86463  -0.005
C  -0.02801  2.61846  -3.95467  -1.086
C  -0.38823  4.06501  -3.61929  -0.186
C  0.19760  4.55377  -2.29874  -0.943
H  -3.90562  6.41435  -2.12424  0.446
H  -3.78235  4.72620  -2.55239  0.152
H  -2.71112  5.39973  -1.32049  0.159
H  -5.74636  4.99333  -1.04953  0.297
H  -4.81432  5.97319  0.04533  0.358
H  -5.07792  3.90687  1.13457  0.429
H  -3.40190  3.96968  0.63532  0.173
H  -5.64982  2.43898  -0.76761  0.495
H  -4.48136  1.72844  0.33652  0.259
H  -4.11741  2.49647  -2.44225  0.353
H  -2.41415  1.67212  -3.47072  0.338
H  -0.08699  0.61353  -3.13843  0.063
H  0.08280  1.90348  -1.93257  -0.093
H  -0.49287  2.31929  -4.89897  0.429
H  1.05081  2.53188  -4.10856  0.386
H  -1.47582  4.18716  -3.60386  0.063
H  -0.03334  4.69795  -4.43333  0.432
H  -0.23856  4.04008  -1.43697  0.054
H  0.01228  5.61872  -2.16390  0.434
H  1.27932  4.40073  -2.26811  0.301

Forces on atoms 1 to 2 (eV/Å):
0.0540 -0.0987 0.0200
0.0523 0.1548 -0.0948


# 2
Density functional theory data (ωB97M-V with the def2-TZVPD basis set) for C30H37AsF3IN3O9P2RuS2 as an isolated structure in a non-equilibrium geometry.

Calculated values
orbital gap (alpha / beta) = 7.73 / 7.72 eV
2S+1 = 1
charge = +1
HOMO level (alpha / beta) = -11.39 / -11.39 eV
energy above the lowest of the compared OMol25 structures with the same formula, charge and spin = 0.000 eV

Each line ends with the Mulliken charge.
Geometry (Å):
Ru  -0.08774  -0.46045  0.21570  0.771
C  -1.95829  -2.77260  -1.60874  -1.513
P  -1.14644  -1.13241  -1.75827  1.759
C  0.13474  -1.51387  -2.98487  -0.258
N  -0.08810  -1.59773  -4.28332  -0.250
C  0.87850  -1.94786  -5.14868  -0.031
C  0.70956  -1.95212  -6.52697  -0.284
C  1.75137  -2.30197  -7.37534  -0.633
C  2.97910  -2.68245  -6.86016  -0.610
C  3.18462  -2.69457  -5.48830  -0.376
C  2.17216  -2.32141  -4.61596  -0.006
N  2.34783  -2.24799  -3.28819  -0.091
C  1.39860  -1.82805  -2.47774  -0.935
P  1.71483  -1.63762  -0.70133  1.537
C  2.09169  -3.37311  -0.24688  -2.040
C  3.37547  -0.76453  -0.65822  1.946
C  3.69924  -0.62031  0.82938  -1.768
C  3.13809  0.58751  -1.33604  -1.653
C  4.49488  -1.52292  -1.36881  -1.635
C  -2.35464  -0.01750  -2.65095  1.850
C  -3.49410  0.29097  -1.67980  -1.786
C  -2.89286  -0.65847  -3.92622  -1.611
C  -1.55347  1.24814  -2.95200  -1.678
H  -2.16848  -3.17977  -2.59577  0.484
H  -2.87692  -2.69798  -1.03212  0.321
H  -1.27078  -3.43081  -1.07728  0.347
H  -0.25446  -1.67774  -6.92487  0.500
H  1.59557  -2.27406  -8.44328  0.419
H  3.78269  -2.96073  -7.52360  0.412
H  4.14076  -2.97030  -5.07238  0.491
H  2.80254  -3.76327  -0.97530  0.443
H  1.18494  -3.97931  -0.26877  0.393
H  2.52822  -3.40204  0.74998  0.493
H  2.81262  -0.32473  1.39238  0.143
H  4.46485  0.13771  0.98700  0.602
H  4.06145  -1.56595  1.22859  0.316
H  2.17748  1.01371  -1.03306  0.087
H  3.13765  0.47494  -2.41928  0.375
H  3.91696  1.29685  -1.06417  0.575
H  4.84582  -2.36806  -0.78214  0.369
H  5.33305  -0.84466  -1.51778  0.537
H  4.17169  -1.88356  -2.34481  0.182
H  -4.11423  -0.58866  -1.51664  0.315
H  -4.12000  1.07774  -2.09472  0.559
H  -3.10181  0.64683  -0.72809  0.126
H  -3.58904  -1.46331  -3.70102  0.386
H  -2.07564  -1.04781  -4.53496  0.155
H  -3.42515  0.08773  -4.51251  0.545
H  -1.06782  1.61114  -2.04047  0.169
H  -2.20842  2.03093  -3.32563  0.549
H  -0.79283  1.04381  -3.70318  0.346
O  -0.43001  0.40560  5.25863  -0.508
As  -0.67309  1.71288  4.12017  1.587
O  0.01111  3.00574  4.71545  -0.810
O  0.47283  1.08864  2.78930  -0.358
C  -2.61068  1.72676  3.90307  -0.312
C  -3.38093  1.59902  5.05217  -0.641
C  -4.74270  1.86381  4.97603  -0.674
C  -5.31454  2.26544  3.77434  -0.691
C  -4.53435  2.38369  2.63103  -0.495
C  -3.18150  2.11453  2.71038  0.299
S  -2.06615  2.23268  1.33575  1.730
O  -2.66186  2.90504  0.23682  -0.689
O  -0.89859  2.97931  1.95561  -0.743
O  -1.70212  0.84234  1.10220  0.001
H  0.39667  0.52899  5.74695  0.342
H  -2.90561  1.33123  5.99129  0.528
H  -5.34773  1.77083  5.86781  0.456
H  -6.36418  2.51417  3.74035  0.448
H  -4.93732  2.69895  1.68199  0.600
F  2.88960  3.50075  3.51015  -0.273
C  3.12025  2.20850  3.18772  0.724
F  4.42604  1.99999  3.30781  -0.274
F  2.54494  1.50698  4.20863  -0.251
S  0.94781  2.45061  1.72411  0.570
O  0.77687  1.91422  0.40955  -0.349
O  2.66932  1.91034  2.01572  -0.325
O  0.64437  -0.20893  2.22752  0.106
I  1.04528  -3.03681  4.86629  0.095
C  -0.57065  -2.48112  3.64844  -0.778
C  -1.72793  -1.94710  4.19518  -0.275
C  -2.71971  -1.52596  3.32046  -0.861
C  -2.50272  -1.62801  1.95449  -0.309
N  -1.38369  -2.13697  1.43743  -0.075
C  -0.44980  -2.59112  2.27338  -0.368
H  -1.84943  -1.86422  5.26595  0.407
H  -3.65040  -1.12912  3.69985  0.548
H  -3.25068  -1.29035  1.24691  0.571
H  0.42073  -3.05074  1.82067  0.702

Forces on atoms 1 to 2 (eV/Å):
-1.0113 -0.8649 0.8858
0.2750 0.2429 0.0344


# 3
Density functional theory data (ωB97M-V with the def2-TZVPD basis set) for C30H37BBrF6IN7OPV as an isolated structure in a non-equilibrium geometry.

Calculated values
orbital gap (alpha / beta) = 5.68 / 5.06 eV
2S+1 = 2
HOMO level (alpha / beta) = -6.44 / -5.78 eV
energy above the lowest of the compared OMol25 structures with the same formula, charge and spin = 1.098 eV

Each line ends with the Mulliken charge.
Geometry (Å):
V  0.28115  0.01295  -0.08054  -0.486
C  -0.70803  4.93794  0.21594  -1.618
C  -0.40143  3.46102  -0.04877  -0.142
N  -0.70121  2.52868  1.03605  1.761
C  0.04381  2.78088  2.26781  0.710
C  -0.59679  3.67117  3.33997  -1.681
C  -2.12056  2.19166  1.18617  -1.292
C  -2.34076  0.68056  0.97209  -0.713
N  -1.65910  0.27815  -0.24842  0.150
C  -2.17881  0.73589  -1.41555  0.647
C  -1.30144  0.94287  -2.49800  -0.104
F  0.02664  0.72749  -2.23411  0.023
C  -1.65918  1.44034  -3.72502  0.177
F  -0.71581  1.60739  -4.65932  -0.351
C  -2.96525  1.80540  -3.98557  -0.614
C  -3.86465  1.63325  -2.95081  0.231
F  -5.14165  1.98796  -3.13923  -0.334
C  -3.50998  1.11073  -1.72331  0.012
F  -4.50090  0.96245  -0.81921  -0.387
H  -0.57339  5.51212  -0.70187  0.475
H  -0.03434  5.35290  0.96689  0.309
H  -1.73746  5.06923  0.55386  0.318
H  0.66247  3.35687  -0.29119  0.066
H  -0.96282  3.13552  -0.92685  0.120
H  0.99618  3.22557  1.96256  0.453
H  0.26678  1.81094  2.72676  -1.455
H  -0.96791  4.60623  2.92349  0.304
H  0.15586  3.90682  4.09514  0.472
H  -1.42106  3.16762  3.84424  0.344
H  -2.70400  2.73889  0.44237  0.509
H  -2.50782  2.47149  2.16892  0.588
H  -3.40451  0.44346  0.98867  0.417
H  -1.87978  0.16175  1.80580  -0.484
H  -3.26590  2.20231  -4.94258  0.506
Br  1.40002  -3.68014  -4.49471  -0.130
C  0.13618  -3.90505  -5.87984  0.370
C  0.46919  -4.72226  -6.95282  -0.515
C  -0.43547  -4.92307  -7.98130  -0.498
C  -1.67878  -4.31018  -7.93933  -0.570
C  -2.01010  -3.48782  -6.87491  -0.524
C  -1.10467  -3.27713  -5.84396  0.152
I  -1.64567  -1.98636  -4.27062  0.241
H  1.44082  -5.19579  -6.97013  0.383
H  -0.16336  -5.56002  -8.81243  0.354
H  -2.39627  -4.46734  -8.73369  0.361
H  -2.97750  -3.00568  -6.84362  0.362
F  0.87871  -3.00930  -0.57122  -0.211
B  0.83978  -1.70482  -0.98505  0.352
F  1.47465  -1.62215  -2.19420  -0.103
N  3.65379  2.40143  3.46744  -0.227
C  4.44407  2.40648  2.35679  0.109
O  5.60969  2.74160  2.39198  -0.640
C  3.79649  1.95182  1.08609  0.158
C  4.35635  2.34611  -0.13031  -0.522
C  3.80583  1.83921  -1.29495  -1.138
C  2.72989  0.97620  -1.21887  -0.271
N  2.14109  0.62870  -0.05419  0.456
C  2.71319  1.09924  1.07284  0.215
H  4.07335  2.72285  4.32321  0.231
H  2.65244  2.33858  3.41893  0.133
H  5.20617  3.01440  -0.13520  0.533
H  4.21893  2.08488  -2.26277  0.457
H  2.32696  0.52092  -2.11217  0.430
H  2.28104  0.74355  1.99924  -0.038
C  -1.25521  -2.72023  4.28506  -0.939
N  -0.91048  -3.43128  3.06155  0.123
C  0.39386  -4.06590  3.21947  -0.824
N  1.44727  -3.12482  3.59461  0.157
C  1.04302  -2.44660  4.81884  -1.016
N  -0.23796  -1.75976  4.70212  0.166
C  -0.15030  -0.63300  3.78199  -1.416
P  0.28249  -1.13393  2.00576  2.813
C  -0.93515  -2.55636  1.89798  -1.062
C  1.75036  -2.18796  2.51999  -1.353
H  -1.38532  -3.44958  5.08806  0.283
H  -2.19993  -2.19361  4.13268  0.426
H  0.66757  -4.55913  2.28579  0.438
H  0.31594  -4.81644  4.00946  0.296
H  1.81235  -1.72394  5.10198  0.397
H  0.95885  -3.19293  5.61218  0.283
H  0.62638  0.04520  4.15415  0.398
H  -1.09932  -0.08894  3.80218  0.413
H  -0.68374  -3.13532  1.01241  0.516
H  -1.94427  -2.16078  1.75874  0.246
H  2.57040  -1.53986  2.84587  0.388
H  2.08803  -2.74218  1.64249  0.423

Forces on atoms 1 to 2 (eV/Å):
-2.3489 0.8500 1.5532
0.0619 -0.1378 -0.0378